Density functional theory data (ωB97M-V with the def2-TZVPD basis set) for a cluster of 11 separate species, C38H76Cl4O26 in total at a distorted geometry.

```
144
Properties=species:S:1:pos:R:3
Cl -0.599 -6.622 2.250
Cl -1.318 1.511 8.860
Cl 0.308 -0.940 8.791
Cl -2.213 -9.135 2.542
O -5.760 -6.491 -7.693
O 5.036 -0.140 6.137
O -0.747 0.481 0.594
O -5.837 -4.237 -7.189
O -8.533 -5.810 2.266
O -2.058 7.078 -2.393
O 5.788 -3.386 -2.459
O -0.707 -2.072 -6.365
O -6.668 -5.410 3.217
O 1.495 5.349 6.830
O 7.031 -4.770 -1.111
O 7.985 -3.503 -2.717
O -0.473 -0.497 -4.845
O 1.847 6.600 4.972
O -1.036 0.326 2.869
O 4.073 7.874 -3.275
O -1.702 8.015 -0.362
O 5.203 7.860 -1.279
O 7.072 -0.069 7.311
O 3.114 6.894 -1.651
O -0.076 5.450 5.411
O -6.837 -5.324 0.927
O -0.764 0.086 -7.084
O -5.796 -6.011 -5.543
O 7.004 0.702 5.336
O -2.635 6.084 -0.358
C -7.281 -5.541 2.027
C 1.114 5.852 5.657
C -5.864 -6.231 -9.075
C 9.354 -3.944 -2.459
C 5.668 -0.308 9.319
C -1.407 9.316 -0.722
C 4.496 -3.772 -2.011
C -0.810 -8.183 3.069
C -9.592 -5.518 1.333
C 3.386 -3.470 -3.000
C 6.938 -4.021 -2.034
C 4.775 8.546 -5.452
C 6.669 -0.923 8.348
C -5.777 -5.452 -6.833
C -2.083 7.053 -1.173
C -5.293 -5.063 3.291
C 6.253 0.160 6.251
C 0.880 1.382 2.025
C 4.197 7.634 -2.008
C -0.431 0.695 1.882
C -5.853 -5.244 -4.325
C 3.027 6.456 -0.293
C 5.026 8.630 -3.925
C -9.727 -6.503 0.146
C -1.926 -0.191 0.273
C 2.904 4.738 8.762
C 2.846 5.356 7.373
C -0.894 -2.714 -7.612
C -0.649 -0.756 -6.202
C -0.702 0.170 7.847
C 6.513 0.868 3.965
C -0.614 5.824 4.157
C -0.347 0.896 -4.428
C -4.122 4.363 0.461
C -3.361 4.894 -0.783
C -4.957 -7.215 -9.879
C -0.625 -4.228 -7.554
C -1.691 -1.728 0.081
H -0.222 6.790 3.839
H -6.878 -4.947 -4.104
H -9.571 -4.497 0.953
H 3.890 9.036 -5.860
H -5.598 -5.249 -9.464
H 1.993 6.185 -0.081
H -0.167 0.959 -3.354
H -4.980 4.959 0.771
H 4.781 0.062 8.805
H 7.315 0.733 3.239
H 0.450 1.373 -4.999
H -1.435 9.919 0.186
H -0.140 0.528 6.985
H 2.055 4.163 9.132
H -4.435 3.344 0.237
H 4.246 -3.211 -1.110
H -0.861 -4.590 -8.554
H -3.913 -7.058 -9.608
H 0.088 -8.798 3.014
H -5.204 -8.245 -9.623
H 9.582 -4.835 -3.043
H -8.799 -6.616 -0.414
H 6.399 -1.909 7.971
H 3.565 5.525 -0.115
H 3.681 3.982 8.876
H -0.799 -1.861 -0.531
H 0.416 -4.440 -7.308
H -1.245 1.496 -4.577
H 5.000 9.680 -3.634
H -1.885 -2.444 -7.976
H -2.721 4.196 -1.323
H -2.674 -0.061 1.055
H -4.869 -5.583 4.149
H 4.387 -4.846 -1.861
H 3.498 4.748 6.745
H 2.487 -3.995 -2.679
H -5.186 -3.987 3.428
H 6.179 0.525 9.803
H 5.340 -1.124 9.963
H 7.563 -1.098 8.946
H 10.011 -3.080 -2.563
H 5.585 9.129 -5.891
H -2.108 9.672 -1.478
H -0.446 5.075 3.383
H -5.078 -7.064 -10.951
H 1.063 1.735 1.010
H 3.076 5.473 9.549
H 4.733 7.578 -5.950
H -0.994 -8.000 4.127
H 3.293 6.350 7.369
H -4.861 -5.270 2.312
H 6.045 8.416 -3.602
H -0.263 -2.313 -8.406
H -3.498 4.352 1.355
H -1.568 -0.386 7.488
H -1.682 6.040 4.181
H -4.094 5.197 -1.531
H -0.398 9.498 -1.091
H -1.508 -2.175 1.058
H -10.527 -5.532 1.893
H -5.215 -4.369 -4.447
H -6.902 -6.369 -9.379
H 3.258 -2.389 -2.949
H -5.378 -5.834 -3.541
H 1.607 0.662 2.399
H 5.640 0.287 3.668
H -1.335 -4.728 -6.896
H 6.048 1.850 3.885
H 0.828 2.257 2.673
H -2.393 0.235 -0.615
H 9.486 -4.198 -1.407
H -2.555 -2.230 -0.355
H 3.581 -3.821 -4.014
H -9.830 -7.536 0.476
H 3.333 7.211 0.432
H -10.524 -6.259 -0.558
```

Results
HOMO-LUMO gap in eV: 10.53
LUMO level in Eh: 0.0027
Maximum force in Eh/bohr: 0.109
Spin multiplicity: 1
E in eV: -143959.9035
SMILES: CCOC(=O)OC.CCOC(=O)OC.CCOC(=O)OC.CCOC(=O)OC.CCOC(=O)OC.CCOC(=O)OC.CCOC(=O)OC.CCOC(=O)OC.CCOC(C)=O.ClCCl.ClCCl

Atom charges from the Mulliken analysis, given in e for atoms 1 to 99: number 1, Cl, carries -0.12; number 2, Cl, carries -0.16; number 3, Cl, carries -0.15; number 4, Cl, carries -0.15; number 5, O, carries -0.28; number 6, O, carries -0.62; number 7, O, carries -0.31; number 8, O, carries -0.59; number 9, O, carries -0.32; number 10, O, carries -0.57; number 11, O, carries -0.25; number 12, O, carries -0.25; number 13, O, carries -0.34; number 14, O, carries -0.26; number 15, O, carries -0.53; number 16, O, carries -0.32; number 17, O, carries -0.22; number 18, O, carries -0.63; number 19, O, carries -0.59; number 20, O, carries -0.25; number 21, O, carries -0.28; number 22, O, carries -0.60; number 23, O, carries -0.31; number 24, O, carries -0.26; number 25, O, carries -0.26; number 26, O, carries -0.57; number 27, O, carries -0.57; number 28, O, carries -0.30; number 29, O, carries -0.31; number 30, O, carries -0.19; number 31, C, carries 0.78; number 32, C, carries 0.79; number 33, C, carries -0.24; number 34, C, carries -0.66; number 35, C, carries -0.97; number 36, C, carries -0.65; number 37, C, carries -0.17; number 38, C, carries -0.28; number 39, C, carries -0.23; number 40, C, carries -1.12; number 41, C, carries 0.71; number 42, C, carries -1.18; number 43, C, carries -0.30; number 44, C, carries 0.75; number 45, C, carries 0.65; number 46, C, carries -0.61; number 47, C, carries 0.77; number 48, C, carries -0.80; number 49, C, carries 0.74; number 50, C, carries 0.67; number 51, C, carries -0.60; number 52, C, carries -0.64; number 53, C, carries -0.25; number 54, C, carries -1.08; number 55, C, carries -0.21; number 56, C, carries -1.09; number 57, C, carries -0.20; number 58, C, carries -0.29; number 59, C, carries 0.65; number 60, C, carries -0.19; number 61, C, carries -0.69; number 62, C, carries -0.67; number 63, C, carries -0.61; number 64, C, carries -1.04; number 65, C, carries -0.26; number 66, C, carries -1.10; number 67, C, carries -1.10; number 68, C, carries -1.16; number 69, H, carries 0.36; number 70, H, carries 0.26; number 71, H, carries 0.33; number 72, H, carries 0.32; number 73, H, carries 0.31; number 74, H, carries 0.19; number 75, H, carries 0.18; number 76, H, carries 0.32; number 77, H, carries 0.30; number 78, H, carries 0.26; number 79, H, carries 0.31; number 80, H, carries 0.25; number 81, H, carries 0.24; number 82, H, carries 0.33; number 83, H, carries 0.34; number 84, H, carries 0.24; number 85, H, carries 0.36; number 86, H, carries 0.28; number 87, H, carries 0.30; number 88, H, carries 0.29; number 89, H, carries 0.27; number 90, H, carries 0.29; number 91, H, carries 0.38; number 92, H, carries 0.29; number 93, H, carries 0.29; number 94, H, carries 0.29; number 95, H, carries 0.30; number 96, H, carries 0.30; number 97, H, carries 0.29; number 98, H, carries 0.33; number 99, H, carries 0.32